# 1
Below is a 2-piece molecular cluster, C4H8O3 overall, with properties calculated with wB97M-V/def2-TZVPD.

Positions of all 15 atoms, in Å:
O: 0.4793 1.8513 0.9506
H: 2.9377 -0.9854 0.8556
H: -2.4452 0.0641 0.0117
C: 1.8403 -0.9318 0.8524
H: -0.5090 -1.4389 0.3152
H: -2.2850 1.5334 -1.1079
H: -0.0023 0.8375 -1.7084
C: -0.6139 0.2440 -1.0314
O: 1.3952 -1.0181 -0.4000
H: -0.1648 -1.7916 -1.4010
O: 1.1612 -0.8365 1.8461
H: -0.4097 1.8295 0.5733
C: -1.8411 0.6329 -0.6927
H: 0.4870 1.0765 1.5304
C: -0.0297 -1.0669 -0.5939

Calculated values
- SMILES: C=CCOC=O.O
- Total charge: 0
- HOMO-LUMO gap: 0.407 hartree
- Maximum force: 0.51 eV/Å
- Spin multiplicity: 1
- Energy relative to the best compared isomer or geometry (same formula, charge and spin): 39.4 kcal/mol

=====

# 2
Below is one molecule with the formula C4H8O3, with properties calculated with wB97M-V/def2-TZVPD.

Positions of all 15 atoms, in Å:
H: -2.2343 -0.0247 1.3194
H: 2.3040 -1.0318 -1.2635
H: -1.6541 -0.1036 -1.4040
O: 0.2483 0.3550 -0.9677
H: -0.8656 1.9549 -0.5609
C: -0.1036 0.1456 0.4352
C: 0.0116 1.4786 -0.1377
O: -2.2907 0.0048 -0.6774
H: 1.9107 -0.1965 1.3837
H: 0.8356 2.1214 0.1594
O: 2.4800 -0.5426 -0.4418
C: -1.5997 -0.3896 0.4912
H: -1.5717 -1.4806 0.5687
H: 1.0985 -1.6602 0.5709
C: 1.4312 -0.6308 0.5245

Calculated values
- SMILES: OCC1(CO)CO1
- Total charge: 0
- HOMO-LUMO gap: 0.390 hartree
- Maximum force: 2.63 eV/Å
- Spin multiplicity: 1
- Energy relative to the best compared isomer or geometry (same formula, charge and spin): 111.1 kcal/mol